[1]
A 2-piece molecular cluster, C7H9N3 overall at a distorted geometry. Source: the Open Molecules 2025 dataset; level of theory: wB97M-V/def2-TZVPD.

Last column: Mulliken charge in e.
Cartesian coordinates (Å):
1 C 2.4374 -1.4845 0.3967  0.3314
2 C -0.5876 -2.3484 -0.0383  -0.5792
3 C -1.9979 -2.3892 -0.3058  -0.3979
4 C -0.3776 -1.0180 0.2493  0.1732
5 C 1.8594 0.8760 -0.2825  -0.9683
6 C -1.8286 1.0333 0.4082  -0.8863
7 C 1.8480 -0.2368 0.7496  -0.0139
8 N 2.9093 -2.4898 0.1130  -0.4568
9 N -2.5695 -1.1550 -0.0636  -1.0192
10 N -1.5360 -0.3677 0.2990  0.7120
11 H 0.1672 -3.0495 -0.2214  0.4385
12 H -2.3453 -3.3132 -0.6731  0.4079
13 H 1.1034 1.5554 -0.0853  0.2721
14 H 1.8902 0.7416 -1.3133  0.3516
15 H 2.8359 1.3059 -0.0388  0.3560
16 H -2.5557 1.3725 -0.3284  0.3463
17 H -2.3856 1.1874 1.3513  0.3028
18 H -1.1323 1.7994 0.3080  0.3324
19 H 1.7769 0.0116 1.7991  0.2974

Values from the calculation:
Total charge: 0
HOMO level (alpha / beta) (eV): -9.2 / -9.2
Lowest unoccupied orbital energy (alpha / beta) (eV): -0.9 / -0.9
Molar mass (g/mol): 135.170
Energy above the lowest of the compared OMol25 structures with the same formula, charge and spin (kJ/mol): 525.5
Largest force on an atom (eV/A): 5.14


[2]
One molecule with the formula C7H9N3O at a distorted geometry. Source: the Open Molecules 2025 dataset; level of theory: wB97M-V/def2-TZVPD.

Last column: Mulliken charge in e.
Cartesian coordinates (Å):
1 C 3.2476 -0.5908 0.7115  -0.3105
2 C 3.2934 0.6714 -1.0070  0.0817
3 C 2.0389 -0.6031 0.0711  0.8321
4 C -1.6664 0.6144 1.2375  -1.2589
5 C 0.8424 -1.1567 0.6008  -0.2143
6 C -2.2590 -0.3446 0.1581  0.5767
7 C -2.2975 0.2761 -1.2733  -1.2110
8 N 2.0963 0.2090 -1.0508  -0.4532
9 N -0.2906 -1.3820 0.3066  0.8980
10 N -1.4828 -1.5830 0.2532  -1.5068
11 O 4.0398 0.3487 0.0222  -0.2989
12 H 3.5485 -1.0886 1.7097  0.3290
13 H 3.6521 1.5222 -1.7372  0.3096
14 H -0.8840 1.2273 0.7321  0.2777
15 H -1.1381 0.1253 2.0695  0.4115
16 H -2.3405 1.3459 1.7316  0.3137
17 H -3.2822 -0.7031 0.5239  0.2526
18 H -3.0099 -0.3654 -2.0062  0.2706
19 H -1.3429 0.2779 -1.7053  0.3098
20 H -2.7650 1.1992 -1.3478  0.3905

Values from the calculation:
Total charge: 0
HOMO level (eV): -8.1
Lowest unoccupied orbital energy (eV): 0.6
Molar mass (g/mol): 151.169
Energy above the lowest of the compared OMol25 structures with the same formula, charge and spin (kJ/mol): 417.5
Largest force on an atom (eV/A): 4.71


[3]
One molecule with the formula C7H9N3O at a distorted geometry. Source: the Open Molecules 2025 dataset; level of theory: wB97M-V/def2-TZVPD.

Last column: Mulliken charge in e.
Cartesian coordinates (Å):
1 C -0.0474 -2.5262 -0.2440  -0.7522
2 C 1.1014 -1.7897 -0.9243  0.4973
3 C 0.2473 0.4095 0.0791  0.4347
4 C 0.7013 0.4816 1.3953  -0.2770
5 C 0.0516 1.3406 2.2264  -0.5020
6 C -1.5211 1.8252 0.6589  -0.2499
7 C -0.9124 1.0028 -0.3090  0.1704
8 H 0.2460 -2.9003 0.7555  0.2377
9 H -0.9667 -1.8727 -0.2117  0.2747
10 H -0.3755 -3.2584 -1.0062  0.3049
11 H 1.7535 0.1130 -1.3989  0.2092
12 H 1.5796 -0.1026 1.6884  0.4116
13 H 0.3931 1.6757 3.2127  0.3753
14 H -2.4713 2.2672 0.2911  0.3133
15 H -0.9248 0.2547 -2.2199  0.2953
16 H -1.7481 1.7366 -2.0781  0.2490
17 N 1.0658 -0.3995 -0.8890  -0.1587
18 N -1.1458 1.9111 1.8703  -0.5718
19 N -1.5102 0.8390 -1.5643  -0.6405
20 O 1.9900 -2.3537 -1.5308  -0.6213

Values from the calculation:
Total charge: 0
HOMO level (eV): -8.9
Lowest unoccupied orbital energy (eV): 0.7
Molar mass (g/mol): 151.169
Energy above the lowest of the compared OMol25 structures with the same formula, charge and spin (kJ/mol): 0.2
Largest force on an atom (eV/A): 3.35
Structure (SMILES): CC(=O)Nc1ccncc1N


- molar mass of number 2 (C7H9N3O)?
  151.169 g/mol


- Which of these has the lowest molar mass?
  C7H9N3


- Look up the total charge of the first one.
  0